C20H22N2O3S in the gas phase at a distorted geometry, computed with the ωB97M-V functional and the def2-TZVPD basis.

Calculated values
Energy relative to the best compared isomer or geometry (same formula, charge and spin) in kJ/mol: 81.8
HOMO in Eh: -0.317
SMILES string: O=C(c1cccc(S(=O)(=O)N2CCCC2)c1)N1CCCc2ccccc21
LUMO level in eV: 0.25
M in u: 370.47
Frontier orbital gap in eV: 8.89

Geometry as ORCA input:
```
! wB97M-V def2-TZVPD RIJCOSX def2/J DEFGRID3
* xyz 0 1
O -0.08274 -0.49249 4.14371
C -0.24456 -0.18806 2.97647
C 0.84922 -0.40428 1.97919
C 2.17043 -0.16781 2.34787
C 3.21234 -0.53973 1.51489
C 2.94601 -1.16681 0.30759
C 1.63177 -1.39031 -0.05757
S 1.23747 -2.22937 -1.60247
O -0.15811 -2.55181 -1.56423
O 2.19316 -3.27715 -1.80564
N 1.43986 -1.14683 -2.85293
C 2.79570 -0.81097 -3.23043
C 3.08462 0.58885 -2.65032
C 1.71530 1.11630 -2.18975
C 0.70802 0.09384 -2.73784
C 0.58506 -1.02747 0.76269
N -1.44205 0.25842 2.50626
C -2.64680 -0.03062 3.26157
C -3.50437 -0.96756 2.41641
C -3.93264 -0.24579 1.14045
C -2.84821 0.63141 0.57398
C -3.04718 1.26316 -0.64678
C -2.10506 2.12648 -1.17231
C -0.94391 2.38731 -0.46308
C -0.71912 1.76002 0.74548
C -1.65298 0.86229 1.26026
H 2.36802 0.28962 3.30580
H 4.23322 -0.36175 1.81733
H 3.74097 -1.51184 -0.33396
H 2.84907 -0.79401 -4.32322
H 3.45956 -1.59308 -2.86681
H 3.78106 0.53722 -1.81502
H 3.52155 1.23152 -3.41283
H 1.51252 2.11416 -2.57251
H 1.66081 1.14798 -1.10175
H -0.15896 -0.05569 -2.09664
H 0.36451 0.38443 -3.73534
H -0.41681 -1.27492 0.44883
H -3.18253 0.90072 3.47048
H -2.34511 -0.49214 4.20288
H -2.91287 -1.85130 2.16816
H -4.37894 -1.29275 2.98013
H -4.79903 0.38948 1.35298
H -4.24403 -0.97028 0.38492
H -3.96392 1.07387 -1.18609
H -2.28233 2.60898 -2.12105
H -0.22170 3.09318 -0.84302
H 0.17374 1.97560 1.31326
*
```